184
Properties=species:S:1:pos:R:3:forces:R:3:mulliken_charge:R:1 method="wB97M-V/def2-TZVPD" charge=+1 energy_ha=-6905.5867 gap_ev=8.7 mol_weight_g_mol=1442.581 e_lumo_ev=-2.41
C 1.4034 5.7743 -0.1477 -1.1 0.7 0.4 -1.71
C 1.0630 4.3976 0.3508 1.4 0.9 2.2 0.17
C 0.8617 3.5432 -0.8110 -1.0 0.3 -2.0 -0.24
C 0.7110 2.0745 -0.5481 -0.2 -0.8 -1.8 -1.10
N -0.7137 1.5656 -0.6371 0.2 0.0 0.2 1.34
C -1.5880 2.2596 0.3870 -0.1 -1.0 -1.2 -0.64
C -2.2832 1.1852 1.1380 -1.7 -0.1 2.4 1.49
C -2.1807 -0.0625 0.2971 -0.5 -0.4 -0.2 -0.31
C -0.8018 0.1457 -0.2258 1.0 -1.6 -1.1 -0.97
C -1.2348 1.7712 -2.0070 -1.9 2.0 -0.7 -0.38
H 1.5747 6.4663 0.6637 -0.4 0.4 0.2 0.43
H 0.6806 6.1691 -0.8925 0.1 -0.2 0.7 0.34
H 2.3032 5.7518 -0.6657 1.9 -0.2 -1.1 0.48
H 0.1683 4.4752 0.9529 -0.4 -0.1 0.3 0.10
H 1.8363 4.0263 1.0592 -0.2 0.2 -0.4 0.15
H 1.5855 3.8098 -1.6265 -0.6 -0.7 0.6 0.12
H -0.1042 3.9755 -1.1104 0.2 -0.4 -0.9 0.47
H 0.9766 1.8909 0.4533 0.7 -0.7 1.2 1.20
H 1.2856 1.4554 -1.2758 -0.5 0.4 0.7 -0.69
H -2.1977 2.8573 -0.2192 -1.2 1.2 -0.3 -0.09
H -0.9735 2.7867 1.0279 1.1 1.4 1.1 -0.26
H -3.2932 1.5077 1.4943 0.7 -0.3 -1.0 1.03
H -1.7706 1.0551 2.1099 0.3 -0.2 -0.6 -1.00
H -2.9042 -0.1001 -0.5527 0.2 0.0 0.8 0.15
H -2.1674 -1.0070 0.8757 -0.4 0.5 -0.3 0.11
H -0.6154 -0.5098 -1.1029 0.4 0.5 0.6 0.11
H -0.0872 -0.0457 0.5870 0.1 0.1 -0.4 0.21
H -0.7442 1.1314 -2.7197 0.6 0.0 -0.2 0.32
H -1.0824 2.8977 -2.2247 -0.2 -2.1 -0.1 0.30
H -2.3618 1.5862 -2.1111 1.6 0.2 0.7 0.02
C 3.7896 1.7192 -0.3425 -0.5 1.2 -1.4 -0.51
C 4.6222 0.4388 -0.4972 -1.0 0.3 -0.2 0.20
C 5.4799 0.1531 0.7240 0.1 -0.1 -0.9 -1.06
C 4.7494 -0.5159 1.8178 -1.8 1.5 0.7 -0.04
N 5.5064 -0.5721 3.1342 0.5 -0.9 -0.4 0.99
C 5.4474 0.7346 3.8396 -1.5 0.1 1.0 -0.14
C 6.7496 0.9541 4.5553 0.5 0.8 0.3 -0.78
C 7.6840 0.4517 3.4509 -1.1 0.3 -0.3 -0.59
C 7.0363 -0.8422 3.0144 -1.2 -1.1 0.5 -0.49
C 4.8214 -1.6611 3.9540 0.8 0.9 -0.5 -0.95
H 3.3301 1.9408 0.6122 0.0 -0.5 0.5 0.30
H 3.0088 1.8921 -1.1226 0.7 -0.9 0.5 -0.56
H 4.3551 2.6150 -0.5910 0.8 0.0 0.4 0.52
H 5.2800 0.6021 -1.3346 0.2 0.0 -0.3 -0.15
H 3.9598 -0.3832 -0.7819 0.1 -0.3 0.2 0.22
H 5.7683 1.1227 1.0047 0.9 1.4 0.7 0.43
H 6.3741 -0.4074 0.4625 0.1 -0.1 -0.2 0.50
H 4.4834 -1.4852 1.4738 -0.1 -1.1 0.3 -0.05
H 3.7380 0.0262 2.0164 1.8 -0.9 0.0 -0.20
H 4.6025 0.6171 4.5049 -0.2 0.5 0.0 -0.19
H 5.2196 1.5028 3.1051 0.1 0.1 0.1 0.36
H 6.8271 0.4683 5.5565 0.0 -0.1 -0.9 0.28
H 6.9224 2.0341 4.7674 -0.2 -0.7 -0.3 0.39
H 8.6698 0.2886 3.7704 1.5 -0.1 0.2 0.56
H 7.6143 1.2139 2.6503 0.4 -0.5 0.2 0.23
H 7.2463 -1.7011 3.6876 -0.1 0.7 -0.1 0.40
H 7.2117 -1.2248 2.0261 0.3 0.2 -0.4 0.33
H 5.2834 -1.6061 4.9331 0.1 -0.5 0.1 0.51
H 4.9960 -2.5792 3.3856 -0.3 0.0 0.5 0.47
H 3.7913 -1.3459 4.0640 -0.2 -0.4 -0.3 0.11
C 0.8910 -3.4632 -3.7647 -0.7 -0.8 -0.7 -1.38
C 1.8226 -2.6532 -2.9034 1.3 1.7 -1.9 -0.01
C 2.5024 -1.5836 -3.9174 -1.4 -0.8 0.2 1.55
C 3.7829 -2.2207 -4.4040 0.3 -0.6 0.5 -1.19
N 4.6755 -1.3167 -5.2381 -0.7 -0.4 0.0 0.39
C 5.9525 -2.0743 -5.5323 0.3 -0.1 1.0 -0.52
C 6.8336 -1.8175 -4.2822 -0.4 0.6 -1.4 -0.93
C 6.1199 -0.7385 -3.4936 -1.1 0.5 1.8 -0.44
C 5.0524 -0.1215 -4.4388 0.8 0.3 1.0 0.17
C 3.9990 -1.0012 -6.4887 -0.1 -1.1 -1.2 -0.93
H 0.5063 -4.3821 -3.2881 -0.1 0.6 0.1 0.31
H 1.3546 -3.8583 -4.7113 -0.2 0.6 0.8 0.22
H 0.0728 -2.7706 -4.0509 0.1 -0.8 0.0 0.39
H 2.6091 -3.2502 -2.4557 -0.1 0.0 0.4 0.47
H 1.3023 -2.0468 -2.1804 -0.2 -0.3 0.6 -0.12
H 2.6628 -0.5822 -3.5244 0.1 -0.3 0.6 -1.20
H 1.7200 -1.3936 -4.6952 0.9 -0.3 0.2 0.33
H 3.5852 -3.1732 -4.9677 0.3 1.0 0.3 0.31
H 4.4066 -2.4781 -3.5122 -0.6 0.0 -0.8 0.30
H 6.4216 -1.6821 -6.4232 -0.2 0.3 -0.2 0.47
H 5.7795 -3.1452 -5.6972 -0.4 0.4 0.0 0.31
H 7.7551 -1.4327 -4.6721 0.8 0.0 0.1 0.33
H 6.9882 -2.7232 -3.7446 0.3 -0.5 0.5 0.39
H 6.7774 0.0714 -3.1176 -0.3 -0.7 -0.1 0.82
H 5.6055 -1.2322 -2.5967 0.8 1.0 -1.1 0.01
H 5.5242 0.5783 -5.1359 -0.2 0.0 0.1 0.55
H 4.1843 0.4075 -3.9317 1.1 -0.8 -0.8 -0.56
H 3.1047 -0.4318 -6.4011 -0.6 0.5 0.6 0.26
H 3.7409 -2.0105 -6.8131 -0.2 0.3 -0.9 0.41
H 4.6422 -0.4849 -7.2070 0.1 -0.2 0.3 0.36
C -1.5256 -0.8623 5.1946 -1.2 -0.5 -1.4 -1.48
C -2.7497 0.0558 5.0867 -0.7 -1.3 0.8 0.30
C -2.4228 1.5149 5.3665 0.0 0.0 -0.3 -0.40
O -2.5781 2.1710 4.1372 0.5 1.7 0.1 -0.40
C -1.8308 3.4114 4.2043 0.5 -0.4 -1.3 -0.78
N -3.5536 -0.1077 3.8034 -0.2 1.4 1.2 0.60
H -3.4248 0.7349 3.2356 0.0 -0.1 0.0 -0.14
H -3.2868 -0.9214 3.3081 0.4 -1.1 -0.9 -0.29
H -4.5628 -0.2505 4.0190 0.4 0.0 -0.4 0.46
H -1.8255 -1.9096 4.9069 0.4 0.9 0.4 0.31
H -1.3045 -0.8192 6.2441 0.7 -0.3 0.4 0.55
H -0.6958 -0.5206 4.5653 -0.1 0.0 0.3 0.19
H -3.4944 -0.3087 5.8067 0.4 0.2 0.2 0.41
H -1.3896 1.6611 5.7204 -0.3 -0.5 0.0 0.11
H -3.1046 1.9620 6.0876 -0.1 0.0 0.3 0.48
H -2.2573 4.1216 3.4970 0.2 -0.3 -0.5 0.21
H -0.7652 3.1414 4.0143 -0.8 0.5 0.0 0.11
H -1.9096 3.9344 5.1372 -0.2 -0.2 0.9 0.50
C -1.8700 -5.6457 -1.0249 -0.7 2.0 0.8 -1.26
C -2.8639 -5.5335 0.1468 -0.3 -1.0 0.4 0.35
C -2.2695 -5.4652 1.5563 -0.1 -0.3 -0.3 -0.55
O -3.3606 -5.3736 2.4345 -0.3 -0.3 -0.2 -0.39
C -3.2437 -4.6366 3.6588 1.6 -1.7 -0.1 -0.67
N -3.6312 -4.2918 -0.0175 -2.0 0.6 0.2 0.07
H -4.1823 -4.0329 0.8315 0.3 -0.2 0.1 -0.12
H -3.0297 -3.5086 -0.1615 0.6 0.9 -0.3 0.19
H -4.3135 -4.3576 -0.7884 0.5 0.1 0.3 0.41
H -1.7558 -6.6729 -1.2161 0.2 -1.1 -1.1 0.45
H -0.9022 -5.2320 -0.7601 0.3 0.0 0.4 0.20
H -2.2165 -4.9562 -1.8473 0.2 -1.4 0.3 0.31
H -3.6787 -6.3064 0.1411 1.0 0.3 -0.1 0.44
H -1.5677 -4.6587 1.6029 0.2 1.3 0.2 0.05
H -1.5740 -6.2809 1.7252 -0.3 -0.8 0.2 0.57
H -4.2128 -4.5977 4.0716 -1.0 0.2 0.3 0.47
H -2.8910 -3.6605 3.3911 0.5 0.7 0.4 0.11
H -2.6109 -5.2081 4.3901 -0.1 0.8 -0.7 0.34
C -9.1525 2.4788 -2.7290 1.2 -1.7 0.3 -1.49
C -8.0832 1.3562 -2.9929 -0.6 0.0 -1.3 0.38
C -7.0208 1.7673 -4.0043 0.0 0.5 0.4 -0.74
O -6.3558 0.5945 -4.3885 0.8 0.0 -0.1 -0.32
C -5.4762 0.6999 -5.5473 -3.0 0.1 0.1 -0.82
N -7.3840 0.8365 -1.7793 0.9 -0.4 1.4 -0.11
H -7.6908 -0.0258 -1.2979 -0.4 0.3 -1.0 0.27
H -6.3710 0.6814 -2.0331 -1.1 0.3 0.4 0.22
H -7.4171 1.6076 -1.0237 0.7 -0.4 -1.0 0.45
H -9.7341 2.0988 -1.9086 -0.7 0.1 0.3 0.42
H -9.7455 2.5362 -3.6238 -0.4 0.1 -0.2 0.49
H -8.7727 3.4547 -2.4449 0.4 -0.1 -0.1 0.28
H -8.4871 0.4446 -3.4512 -0.7 0.4 0.1 0.41
H -6.3613 2.4591 -3.4890 0.5 0.3 -0.1 0.21
H -7.4671 2.3100 -4.8460 -0.2 -0.2 0.0 0.55
H -4.9331 -0.2058 -5.5000 0.6 -0.9 -0.5 0.25
H -4.8172 1.5368 -5.5119 0.4 0.8 0.2 0.35
H -6.1983 0.7727 -6.4177 1.3 -0.2 0.5 0.32
C 1.6059 -4.0644 2.7598 -0.9 0.2 0.8 0.23
F 0.2820 -3.8533 3.0392 0.2 0.5 -0.5 -0.16
F 2.2643 -3.7361 3.8461 0.7 0.5 1.2 -0.18
F 1.7075 -5.3555 2.6034 0.3 -1.6 -0.5 -0.23
S 2.2515 -3.1516 1.3461 0.3 -1.4 -1.0 1.04
O 1.9891 -1.7907 1.6848 -0.2 1.3 0.1 -0.20
O 3.6542 -3.5379 1.2598 -0.4 0.3 0.4 -0.77
O 1.4411 -3.7198 0.2944 -0.5 0.1 -0.7 -0.56
C -5.0577 4.7408 -0.2676 1.5 1.3 -1.5 0.42
F -3.9894 5.0531 0.4856 0.1 -0.5 -0.1 -0.18
F -6.0854 5.3466 0.2660 -0.6 -0.2 0.1 -0.19
F -4.8316 5.3282 -1.5195 -0.4 -1.1 1.6 -0.25
S -5.2972 2.9029 -0.4807 -1.9 1.0 -1.9 0.89
O -6.7127 2.9879 -0.9209 0.8 0.6 0.8 -0.70
O -4.4496 2.4317 -1.5612 0.3 0.2 0.4 -0.58
O -5.1177 2.2705 0.7761 0.2 -0.2 1.3 -0.62
C 1.7777 3.9360 -5.0608 -0.6 1.7 1.4 0.42
F 1.5911 4.4591 -6.2686 -0.2 -0.9 -0.3 -0.21
F 2.7279 4.7187 -4.5027 0.6 -0.8 0.0 -0.26
F 0.6718 4.2658 -4.3008 0.1 -0.9 -0.6 -0.22
S 2.1700 2.0845 -5.0073 -1.5 1.7 0.1 1.47
O 3.3419 2.1154 -5.8740 -0.4 -1.0 0.7 -0.66
O 2.3991 1.8428 -3.5568 0.0 -0.1 -1.8 -0.72
O 0.9239 1.5013 -5.5440 1.9 0.2 0.7 -0.77
C -7.0932 -1.9462 1.5835 1.8 1.6 0.6 0.62
F -8.2210 -2.4262 1.9003 -2.7 -1.7 0.1 -0.21
F -6.7477 -2.1856 0.3269 -0.1 -0.9 -1.2 -0.24
F -7.2057 -0.6237 1.6640 0.1 1.1 -0.1 -0.27
S -5.8105 -2.4952 2.7530 2.1 1.5 -0.1 1.32
O -4.5630 -2.2103 1.9491 -1.1 -1.0 0.7 -0.59
O -5.9534 -1.4759 3.8020 0.0 -1.3 -0.2 -0.88
O -6.0475 -3.8815 3.0687 -0.2 0.8 -0.3 -0.65
C 1.6832 2.1178 6.1978 2.2 1.4 0.6 0.43
F 0.9298 1.2994 6.9200 0.0 0.5 0.0 -0.18
F 1.1068 3.3484 6.0722 0.2 -1.2 0.5 -0.20
F 2.8965 2.3270 6.9022 -2.0 -0.5 -1.1 -0.28
S 1.9486 1.4064 4.5264 -1.2 -0.6 -0.8 1.24
O 2.4689 0.0900 4.7382 0.5 -1.0 0.9 -0.95
O 0.5602 1.3824 4.1000 -0.3 0.4 -0.3 -0.60
O 2.8244 2.2300 3.7489 0.3 1.1 0.0 -0.72